Density functional theory data (wB97M-V/def2-TZVPD) for C33H27Cl3KNOP as an isolated structure.

Last column: Mulliken charge in e.
Positions of all 67 atoms, in Å:
K  0.269  0.303  -0.944  0.9976
Cl  3.468  -0.526  -0.151  -0.0831
C  3.985  -2.186  -0.254  0.6516
C  5.341  -2.432  -0.389  -0.6786
C  5.789  -3.740  -0.498  -0.3832
C  4.880  -4.786  -0.474  -0.8355
C  3.525  -4.523  -0.328  -0.4402
C  3.046  -3.220  -0.205  -0.2043
P  1.271  -2.774  -0.120  0.3355
C  1.085  -2.296  1.643  0.5774
C  2.093  -2.378  2.599  -0.1037
C  1.851  -1.983  3.908  -0.6522
C  0.599  -1.508  4.272  -0.4642
C  -0.410  -1.426  3.322  -0.6570
C  -0.171  -1.812  2.012  -0.6168
C  0.411  -4.385  -0.101  0.2541
C  -0.497  -4.637  -1.123  -0.5631
C  -1.222  -5.823  -1.143  -0.5032
C  -1.048  -6.758  -0.137  -0.4437
C  -0.156  -6.507  0.900  -0.7118
C  0.564  -5.325  0.921  -0.0516
H  6.031  -1.599  -0.416  0.4362
H  6.848  -3.936  -0.609  0.3564
H  5.221  -5.808  -0.567  0.3885
H  2.822  -5.346  -0.314  0.3829
H  3.077  -2.743  2.329  0.3669
H  2.645  -2.043  4.641  0.3884
H  0.413  -1.194  5.291  0.3661
H  -1.387  -1.048  3.595  0.4384
H  -0.955  -1.737  1.263  0.5090
H  -0.670  -3.881  -1.878  0.2263
H  -1.942  -5.997  -1.932  0.4340
H  -1.622  -7.677  -0.146  0.3660
H  -0.033  -7.228  1.699  0.3890
H  1.239  -5.118  1.743  0.4689
Cl  -3.858  -3.366  -0.524  -0.2241
C  -4.112  -1.641  -0.481  0.7563
C  -5.417  -1.168  -0.327  -0.7424
C  -5.675  0.172  -0.275  0.7647
Cl  -7.325  0.724  -0.078  -0.3097
C  -4.619  1.110  -0.375  0.4419
C  -4.796  2.511  -0.317  -0.8811
C  -3.712  3.337  -0.412  -0.5877
C  -2.436  2.765  -0.572  -0.4440
N  -2.243  1.471  -0.635  -0.1005
C  -3.297  0.628  -0.536  -0.0258
C  -2.984  -0.807  -0.600  -0.6191
O  -1.800  -1.224  -0.739  -0.6533
H  -6.227  -1.881  -0.245  0.4188
H  -5.793  2.911  -0.193  0.3748
H  -3.818  4.413  -0.366  0.4078
H  -1.546  3.385  -0.644  0.4133
C  2.242  5.227  1.750  -1.6607
C  1.665  5.226  0.326  2.4934
C  0.229  5.768  0.374  -1.6616
C  2.516  6.151  -0.555  -1.6471
C  1.672  3.854  -0.218  -0.5720
C  1.676  2.710  -0.667  -1.2999
H  2.243  6.239  2.170  0.3654
H  3.265  4.849  1.740  0.3972
H  1.651  4.578  2.397  0.3844
H  0.212  6.788  0.775  0.4249
H  -0.395  5.135  1.007  0.3294
H  -0.204  5.780  -0.628  0.3735
H  2.520  7.171  -0.155  0.3619
H  2.122  6.174  -1.572  0.3758
H  3.543  5.787  -0.602  0.4045

Computed properties:
Net charge = -1
E_LUMO = 2.336 eV
HOMO-LUMO gap = 6.69 eV
ΔE to the lowest compared entry with this formula, charge and spin = 0.188 eV
M = 630.0 g/mol